Computed, not measured: a molecular structure, C40H44IIrN2OPSi, with ωB97M-V/def2-TZVPD.

Its expectation value of S² is 6.014. The value obtained for the highest occupied orbital energy (spin up / spin down) is -9.05 / -10.48 eV. The energy is -75321.288 eV. The value obtained for the lowest unoccupied orbital energy (spin up / spin down) is -2.48 / -3.68 eV. Its charge is +1. As for the multiplicity: 5. As for the largest force on an atom: 0.00776 hartree/bohr.

Each line ends with the Mulliken spin population.
Cartesian coordinates (Å):
Ir 0.160 -0.587 -0.234  1.9630
I -2.877 -0.050 0.570  0.0811
C -2.836 -1.590 2.006  0.0706
C -3.238 -1.178 3.249  0.0106
C -3.478 -2.116 4.269  0.0021
C -3.379 -3.443 3.984  0.0021
C -2.965 -3.889 2.708  0.0051
C -2.930 -5.283 2.455  0.0137
C -2.536 -5.765 1.248  -0.0046
C -2.059 -4.866 0.275  0.0056
C -2.035 -3.506 0.474  -0.0671
P -1.112 -2.550 -0.795  0.2249
C -2.314 -2.291 -2.141  0.0298
C -2.076 -1.249 -3.039  0.0092
C -2.944 -1.030 -4.097  0.0023
C -4.059 -1.841 -4.262  0.0009
C -4.302 -2.871 -3.368  0.0024
C -3.434 -3.099 -2.309  0.0150
C 0.082 -3.751 -1.490  -0.0034
C 0.316 -3.809 -2.860  0.0063
C 1.289 -4.662 -3.366  -0.0042
C 2.023 -5.473 -2.515  0.0057
C 1.795 -5.419 -1.147  -0.0029
C 0.843 -4.554 -0.637  0.0131
C -2.595 -2.964 1.687  -0.0203
H -3.412 -0.128 3.438  0.0011
H -3.789 -1.778 5.248  -0.0008
H -3.625 -4.188 4.731  0.0001
H -3.240 -5.954 3.247  0.0002
H -2.539 -6.826 1.040  -0.0005
H -1.665 -5.272 -0.644  0.0029
H -1.209 -0.611 -2.914  -0.0007
H -2.752 -0.220 -4.789  -0.0001
H -4.741 -1.668 -5.085  0.0000
H -5.174 -3.500 -3.491  0.0004
H -3.653 -3.898 -1.615  0.0012
H -0.260 -3.195 -3.540  0.0044
H 1.462 -4.701 -4.434  -0.0001
H 2.770 -6.145 -2.916  0.0002
H 2.364 -6.048 -0.473  -0.0001
H 0.676 -4.515 0.432  -0.0103
O 0.647 0.102 -2.107  0.1922
C 1.646 0.953 -2.329  -0.0043
C 2.459 0.737 -3.456  0.0401
C 3.533 1.550 -3.733  -0.0132
C 3.844 2.619 -2.893  0.0219
C 3.040 2.866 -1.803  -0.0163
C 1.927 2.063 -1.514  0.0057
C 1.054 2.438 -0.412  -0.0136
N 0.254 1.666 0.303  0.0641
C -0.314 2.461 1.275  -0.0120
C 0.139 3.731 1.136  0.0029
N 0.999 3.704 0.070  0.0048
H 2.209 -0.106 -4.088  0.0006
H 4.144 1.348 -4.603  -0.0002
H 4.702 3.248 -3.089  0.0013
H 3.291 3.688 -1.142  -0.0001
H -1.009 2.069 1.995  -0.0007
H -0.077 4.630 1.685  -0.0001
H 1.454 4.500 -0.342  -0.0011
C 2.813 0.636 2.022  0.0913
Si 2.239 -0.614 0.765  0.1988
C 3.785 -1.435 0.026  0.0760
C 4.360 -2.448 1.022  0.0553
C 4.829 -0.344 -0.265  0.0034
C 3.438 -2.148 -1.284  0.0322
C 1.325 -2.060 3.522  0.5715
C 0.460 -0.904 3.894  0.0582
C 2.632 -2.250 4.220  -0.0171
C 0.642 -3.236 2.924  0.2003
H 3.648 0.301 2.636  0.0015
H 2.014 1.018 2.652  -0.0064
H 3.171 1.474 1.408  -0.0020
H 4.637 -1.979 1.969  -0.0028
H 5.264 -2.898 0.601  0.0021
H 3.655 -3.257 1.229  0.0011
H 5.169 0.161 0.641  0.0007
H 4.454 0.411 -0.961  -0.0007
H 5.705 -0.809 -0.728  0.0029
H 2.680 -2.918 -1.141  -0.0215
H 4.333 -2.631 -1.689  0.0006
H 3.073 -1.449 -2.038  0.0040
H 1.029 -0.083 4.327  0.0086
H -0.303 -1.205 4.626  0.0329
H -0.093 -0.543 3.016  0.0016
H 3.118 -1.299 4.441  0.0029
H 3.316 -2.869 3.641  -0.0015
H 2.483 -2.768 5.179  0.0384
H 0.245 -2.990 1.935  -0.0152
H -0.226 -3.526 3.531  0.0337
H 1.306 -4.098 2.839  0.0185


Computed, not measured: a molecular structure, C40H44N5O2PS2Tl, with ωB97M-V/def2-TZVPD.

The value obtained for the highest occupied orbital energy is -9.43 eV. The energy is -89389.503 eV. The value obtained for the lowest unoccupied orbital energy is -2.88 eV. Its charge is +1. As for the multiplicity: 1. As for the largest force on an atom: 0.00872 hartree/bohr.

Each line ends with the Löwdin charge.
Cartesian coordinates (Å):
Tl 0.001 -0.827 0.065  0.4736
C -3.892 -2.142 3.064  -0.0261
O -4.079 -2.658 1.713  0.0329
C -3.154 -2.028 0.979  -0.3314
N -2.307 -1.281 1.543  0.1401
C -2.555 -1.369 2.993  -0.2268
C -2.590 -0.018 3.654  -0.1959
C -2.033 0.154 4.913  -0.0293
C -2.066 1.396 5.531  -0.0670
C -2.650 2.477 4.889  -0.0810
C -3.211 2.309 3.630  -0.0773
C -3.187 1.065 3.020  -0.0389
C -3.169 -2.260 -0.480  -0.1638
C -4.104 -3.085 -1.091  0.0442
C -4.036 -3.252 -2.463  -0.0028
C -3.046 -2.595 -3.177  0.0397
C -2.161 -1.793 -2.475  -0.1676
N -2.217 -1.623 -1.158  0.1146
C -1.066 -1.058 -3.142  -0.3174
N -0.214 -0.342 -2.528  0.1164
C 0.675 0.236 -3.548  -0.2350
C 0.158 -0.382 -4.871  -0.0221
O -0.997 -1.165 -4.469  0.0400
C 0.679 1.745 -3.555  -0.1897
C -0.409 2.484 -3.113  -0.0302
C -0.378 3.872 -3.160  -0.0673
C 0.738 4.529 -3.654  -0.0732
C 1.826 3.794 -4.107  -0.0650
C 1.796 2.409 -4.055  -0.0416
H -3.878 -2.986 3.746  0.1346
H -4.735 -1.489 3.288  0.1339
H -1.740 -1.954 3.425  0.1357
H -1.553 -0.685 5.405  0.1145
H -1.626 1.521 6.512  0.1074
H -2.672 3.446 5.370  0.1037
H -3.671 3.150 3.125  0.0998
H -3.622 0.935 2.035  0.1049
H -4.855 -3.578 -0.491  0.1300
H -4.744 -3.891 -2.972  0.1235
H -2.951 -2.695 -4.248  0.1287
H 1.685 -0.106 -3.337  0.0940
H 0.866 -1.059 -5.345  0.1346
H -0.181 0.367 -5.583  0.1375
H -1.282 1.974 -2.730  0.0979
H -1.231 4.439 -2.810  0.1036
H 0.763 5.610 -3.690  0.1068
H 2.700 4.299 -4.496  0.1098
H 2.653 1.840 -4.399  0.1158
S 0.507 -3.221 0.358  0.6050
C 0.658 -3.156 2.129  -0.6632
C 0.575 -4.405 2.756  -0.1403
C 0.722 -4.549 4.121  -0.0896
C 0.945 -3.423 4.904  -0.0890
C 1.007 -2.181 4.306  -0.1506
C 0.869 -2.010 2.920  -0.6718
S 0.913 -0.329 2.364  0.6090
H 0.397 -5.279 2.142  0.0956
H 0.664 -5.532 4.568  0.1046
H 1.068 -3.512 5.975  0.1051
H 1.171 -1.298 4.912  0.0966
C 3.044 -2.667 -2.473  -0.1459
C 3.649 -1.286 -2.227  -0.4031
P 2.886 -0.443 -0.775  0.9230
C 3.444 1.320 -0.890  -0.3873
C 4.699 1.625 -1.704  -0.1381
C 3.859 -1.156 0.607  -0.4060
C 5.357 -0.866 0.637  -0.1350
H 3.503 -3.138 -3.343  0.0771
H 1.967 -2.602 -2.645  0.0519
H 3.187 -3.328 -1.618  0.0610
H 3.524 -0.661 -3.113  0.0577
H 4.726 -1.357 -2.068  0.0759
H 3.580 1.648 0.146  0.0823
H 2.603 1.901 -1.282  0.0506
H 5.572 1.097 -1.323  0.0598
H 4.918 2.693 -1.679  0.0776
H 4.576 1.347 -2.751  0.0544
H 3.669 -2.233 0.576  0.0776
H 3.379 -0.803 1.522  0.0229
H 5.863 -1.151 -0.285  0.0601
H 5.824 -1.426 1.447  0.0780
H 5.557 0.191 0.818  0.0669
N -2.371 5.174 0.474  0.1518
C -1.881 3.922 0.320  -0.3152
C -2.678 2.883 -0.187  -0.0084
C -2.139 1.626 -0.304  -0.1611
N -0.882 1.332 0.031  -0.0408
C -0.117 2.317 0.518  -0.1424
C -0.561 3.605 0.673  0.0142
H -3.300 5.406 0.175  0.1096
H -1.783 5.921 0.796  0.1111
H -3.707 3.059 -0.470  0.1225
H -2.735 0.805 -0.687  0.1095
H 0.894 2.047 0.803  0.0846
H 0.102 4.359 1.074  0.1231


Computed, not measured: a molecular structure, C40H44N6O2PtS, with ωB97M-V/def2-TZVPD.

Its expectation value of S² is 6.115. The value obtained for the highest occupied orbital energy (spin up / spin down) is -13.79 / -13.82 eV. The energy is -69296.064 eV. The value obtained for the lowest unoccupied orbital energy (spin up / spin down) is -6.18 / -8.46 eV. Its charge is +2. As for the multiplicity: 5. As for the largest force on an atom: 0.01641 hartree/bohr.

Each line ends with the Mulliken spin population.
Cartesian coordinates (Å):
Pt 0.799 -0.898 -0.015  1.5319
N 5.587 -9.127 -4.287  -0.0014
C 5.055 -8.219 -3.830  0.0003
C 4.389 -7.079 -3.259  -0.0014
C 3.604 -6.261 -4.068  0.0030
C 2.962 -5.164 -3.518  -0.0127
C 3.108 -4.882 -2.164  -0.0419
C 3.892 -5.699 -1.356  -0.0115
C 4.533 -6.799 -1.902  0.0039
C 2.419 -3.696 -1.569  0.1027
C 1.072 -3.848 -1.241  0.1859
C 0.313 -5.074 -1.398  -0.0578
C -0.909 -4.854 -0.869  0.1442
C -0.895 -3.487 -0.392  0.1438
N 0.249 -2.899 -0.620  0.1086
C 3.196 -2.557 -1.358  0.2372
C 4.620 -2.453 -1.607  -0.0549
C 4.998 -1.213 -1.232  0.1491
C 3.794 -0.553 -0.769  0.1768
N 2.748 -1.330 -0.859  0.1060
H 3.501 -6.488 -5.120  0.0000
H 2.354 -4.525 -4.146  0.0009
H 3.999 -5.481 -0.301  0.0018
H 5.142 -7.443 -1.283  0.0000
H 0.693 -5.977 -1.845  -0.0091
H -1.740 -5.536 -0.792  0.0015
H -1.702 -2.969 0.108  0.0590
H 5.233 -3.241 -2.013  -0.0091
H 5.982 -0.775 -1.260  0.0025
H 3.705 0.460 -0.401  0.0276
C -4.398 1.100 5.529  0.0015
C -3.812 0.590 4.244  -0.0052
C -4.644 0.284 3.173  0.0143
C -4.144 -0.225 1.982  0.0080
C -2.781 -0.402 1.846  -0.0069
C -1.940 -0.061 2.902  -0.0311
N -0.534 -0.281 2.695  0.4091
C 0.411 0.658 2.771  0.2055
C 0.073 2.040 2.879  0.1430
C 1.063 2.963 3.054  -0.0242
C 2.407 2.554 3.131  0.2356
C 2.755 1.206 2.997  -0.0192
C 1.795 0.253 2.773  0.1191
C 2.225 -1.197 2.552  -0.0128
O 3.202 -1.590 3.137  0.0389
O 1.478 -1.892 1.737  0.0087
C -2.423 0.401 4.126  0.0172
C -1.532 0.671 5.306  0.0143
H -5.470 1.257 5.432  0.0001
H -3.941 2.043 5.832  -0.0004
H -4.238 0.390 6.343  -0.0002
H -5.712 0.424 3.285  0.0007
H -4.815 -0.488 1.176  0.0023
H -2.352 -0.807 0.935  -0.0181
H -0.180 -1.237 2.772  -0.0139
H -0.970 2.324 2.869  -0.0046
H 0.818 4.011 3.165  0.0023
H 3.180 3.294 3.295  0.0000
H 3.787 0.886 3.064  0.0037
H -1.444 1.743 5.502  -0.0049
H -0.529 0.267 5.188  -0.0005
H -1.957 0.224 6.204  -0.0013
C -4.445 1.542 -1.538  0.0006
C -4.600 2.871 -0.805  -0.0006
C -3.301 3.647 -0.594  0.0018
C -2.306 2.972 0.352  0.0003
N -1.578 1.853 -0.243  0.0173
C -0.513 1.940 -1.032  0.0648
S 0.175 0.495 -1.739  0.0689
N -0.020 3.129 -1.337  -0.0041
C 1.121 3.401 -2.223  0.0023
C 0.706 3.540 -3.682  -0.0014
C -0.366 4.599 -3.930  -0.0002
C 0.040 6.004 -3.498  0.0001
H -5.416 1.160 -1.852  0.0000
H -3.995 0.770 -0.908  0.0002
H -3.828 1.647 -2.434  0.0000
H -5.076 2.707 0.167  0.0002
H -5.283 3.509 -1.368  0.0001
H -3.534 4.630 -0.179  0.0006
H -2.821 3.824 -1.563  -0.0009
H -2.830 2.570 1.223  -0.0006
H -1.573 3.691 0.729  -0.0015
H -1.974 0.933 -0.151  -0.0190
H -0.578 3.933 -1.090  0.0008
H 1.839 2.594 -2.100  0.0013
H 1.579 4.319 -1.854  -0.0001
H 0.360 2.568 -4.045  0.0015
H 1.606 3.785 -4.251  -0.0001
H -1.296 4.308 -3.428  0.0001
H -0.604 4.599 -4.994  -0.0001
H 0.172 6.090 -2.416  0.0000
H -0.716 6.735 -3.785  0.0000
H 0.980 6.302 -3.965  0.0000


Computed, not measured: 2 unconnected molecules or ions with the total composition C40H44P in a non-equilibrium geometry, with ωB97M-V/def2-TZVPD.

The value obtained for the highest occupied orbital energy is -10.66 eV. The energy is -51475.406 eV. The value obtained for the lowest unoccupied orbital energy is -5.30 eV. Its charge is +1. As for the multiplicity: 1. As for the largest force on an atom: 0.04593 hartree/bohr.

Each line ends with the Löwdin charge.
Cartesian coordinates (Å):
C -5.799 3.048 -0.837  -0.0487
C -4.979 1.968 -1.470  -0.2651
C -4.398 0.985 -0.678  -0.0031
C -3.546 0.021 -1.222  -0.2168
C -3.079 -1.105 -0.352  -0.0357
C -3.188 0.090 -2.579  -0.1322
C -2.170 -0.853 -3.204  -0.2803
C -2.863 -2.137 -3.696  -0.0336
C -0.878 -1.259 -2.414  -0.1400
C -0.235 -0.217 -1.571  0.0934
C 1.111 0.143 -1.849  -0.1494
C 1.445 1.462 -2.295  -0.1780
C 0.389 2.331 -2.910  -0.0104
C 2.758 1.896 -2.208  0.0232
C 3.796 1.009 -1.883  -0.2061
C 5.198 1.480 -1.627  -0.0189
C 3.491 -0.359 -1.827  -0.0008
C 2.178 -0.819 -1.812  -0.1894
C 1.874 -2.289 -1.673  -0.0406
C -3.929 0.958 -3.417  -0.2029
C -3.876 0.902 -4.931  -0.0368
C -4.767 1.912 -2.848  -0.0031
H -6.185 3.745 -1.584  0.0784
H -6.647 2.631 -0.282  0.0882
H -5.198 3.619 -0.117  0.0881
H -4.620 0.964 0.390  0.1247
H -3.427 -2.086 -0.731  0.0975
H -1.978 -1.139 -0.292  0.0440
H -3.476 -1.001 0.670  0.0852
H -1.780 -0.321 -4.088  0.1282
H -3.748 -1.905 -4.301  0.0810
H -2.186 -2.728 -4.326  0.0905
H -3.181 -2.771 -2.850  0.0858
H -0.995 -2.213 -1.857  0.1415
H -0.151 -1.551 -3.197  0.1251
H -0.873 0.494 -1.044  0.1190
H 0.784 3.333 -3.110  0.0916
H 0.045 1.914 -3.870  0.1008
H -0.510 2.404 -2.283  0.0935
H 2.972 2.948 -2.393  0.1335
H 5.714 0.791 -0.939  0.0824
H 5.791 1.544 -2.555  0.1021
H 5.210 2.478 -1.165  0.0943
H 4.308 -1.077 -1.727  0.1290
H 2.799 -2.875 -1.556  0.0995
H 1.202 -2.485 -0.821  0.0889
H 1.367 -2.678 -2.569  0.0897
H -4.572 1.650 -5.340  0.0837
H -2.875 1.136 -5.331  0.0832
H -4.182 -0.077 -5.327  0.0793
H -5.290 2.618 -3.499  0.1208
C 5.480 -0.625 2.124  -0.0794
C 4.763 -1.366 1.185  -0.0927
C 3.378 -1.241 1.110  -0.1487
C 2.674 -0.321 1.905  -0.3537
P 0.809 -0.292 1.771  1.1181
C 0.446 -1.846 2.716  -0.3917
C -0.909 -2.181 2.950  -0.1128
C -1.241 -3.147 3.907  -0.0800
C -0.238 -3.842 4.598  -0.0780
C 1.100 -3.574 4.306  -0.0730
C 1.443 -2.624 3.336  -0.0814
C 0.474 0.929 3.131  -0.3860
C 0.483 2.310 2.822  -0.1152
C 0.479 3.262 3.847  -0.0853
C 0.396 2.869 5.189  -0.0783
C 0.321 1.509 5.495  -0.0706
C 0.324 0.545 4.478  -0.0754
C 3.416 0.461 2.808  -0.0621
C 4.794 0.259 2.958  -0.0653
H 6.566 -0.744 2.200  0.1120
H 5.286 -2.050 0.517  0.1095
H 2.827 -1.874 0.419  0.0684
H -1.701 -1.664 2.401  0.0878
H -2.283 -3.370 4.132  0.1063
H -0.497 -4.594 5.353  0.1117
H 1.894 -4.105 4.834  0.1098
H 2.497 -2.477 3.089  0.0976
H 0.509 2.626 1.777  0.0959
H 0.542 4.324 3.613  0.1044
H 0.389 3.618 5.991  0.1115
H 0.260 1.185 6.538  0.1108
H 0.224 -0.511 4.749  0.1014
H 2.912 1.212 3.421  0.1011
H 5.335 0.807 3.728  0.1094


Computed ΔE to the lowest compared entry with this formula, charge and spin, in the same sequence as the records: 62.94, 0.00, 0.00, 114.00 kJ/mol.